No. 1
Computed, not measured: a molecular structure, C2H7NO4S in a non-equilibrium geometry, with ωB97M-V/def2-TZVPD.

Element x y z (Å)
C: 1.0828 -0.6639 1.3421
C: 0.6371 0.6185 0.6818
N: -0.5291 1.2755 0.9900
O: -1.3605 0.9677 -1.6383
O: -0.0852 -0.5626 -3.1278
O: -1.1262 -1.2203 -0.8012
O: 0.8271 0.1026 -1.0471
S: -0.4680 -0.1283 -1.8278
H: 1.2029 -0.6436 2.3282
H: 2.0864 -0.8751 1.0158
H: 0.4951 -1.6331 1.0597
H: 1.4347 1.4015 0.5189
H: -0.7727 2.0597 0.4388
H: -1.3813 0.7323 1.0732
H: -2.0431 -1.4311 -1.0062

Atomic forces in eV per Å
-1.092 -1.974 -4.388
0.752 1.484 -0.834
0.103 -1.898 0.385
-0.683 0.781 -0.898
-0.946 -0.621 0.242
0.725 -0.786 -0.722
-0.844 0.000 0.785
1.328 0.663 1.706
-0.202 0.642 4.365
0.386 0.029 -0.609
0.643 2.138 0.407
-0.742 -1.224 0.343
0.353 0.984 -0.622
0.351 -0.407 0.191
-0.132 0.189 -0.350

Summary:
E_HOMO in eV: -10.62
Orbital gap in eV: 11.135

Calculated atomic charges, method Mulliken, unit e: C -1.094; C 0.293; N -0.461; O -0.606; O -0.568; O -0.454; O -0.485; S 1.251; H 0.465; H 0.331; H 0.206; H 0.221; H 0.294; H 0.281; H 0.325



No. 2
Computed, not measured: 2 unconnected molecules or ions with the total composition C3H10N2S in a non-equilibrium geometry, with ωB97M-V/def2-TZVPD.

Element x y z (Å)
C: -1.4716 1.5975 1.7161
C: -1.6546 0.9635 0.5904
C: -2.3742 -0.3915 0.4814
H: -1.0245 2.6000 1.8881
H: -1.6086 1.0499 2.6840
H: -1.4747 1.3485 -0.4345
H: -3.2835 -0.3953 -0.1176
H: -2.4693 -0.7059 1.4908
H: -1.8090 -1.0641 -0.1035
N: 1.4062 0.1597 -1.8716
S: 2.8628 0.2407 -0.9581
N: 3.3892 -1.2738 -0.5070
H: 1.5376 -0.1028 -2.8300
H: 0.7833 -0.5882 -1.4943
H: 4.0487 -1.8137 -0.9762
H: 3.1421 -1.6246 0.4422

Atomic forces in eV per Å
1.040 0.518 2.395
-1.495 -0.952 -2.741
0.740 1.629 0.034
-0.320 -0.792 -0.692
-0.305 0.478 -0.920
0.253 0.441 0.978
-0.477 0.636 0.555
-0.643 -0.943 0.673
1.232 -1.022 -0.293
-0.534 -1.442 0.982
-0.015 0.050 -0.053
-1.789 0.393 2.158
0.479 0.000 -0.567
0.457 1.092 -0.041
1.117 -0.652 -1.094
0.261 0.568 -1.376

Summary:
E_HOMO in eV: -8.70
Orbital gap in eV: 9.568
SMILES: C=CC.NSN

Calculated atomic charges, method Mulliken, unit e: C -0.706; C 0.185; C -0.976; H 0.252; H 0.161; H 0.248; H 0.266; H 0.316; H 0.250; N -0.490; S -0.004; N -0.427; H 0.252; H 0.232; H 0.207; H 0.233



No. 3
Computed, not measured: a molecular structure, C29H76GaO12 in a non-equilibrium geometry, with ωB97M-V/def2-TZVPD.

Element x y z (Å)
Ga: 3.4408 -1.0644 -2.3704
C: 2.8293 -0.2044 -4.1385
O: 1.5652 0.5434 -4.0896
C: 0.5533 -0.1626 -3.5014
C: 0.0820 -1.3370 -4.0293
C: -0.9004 -1.9992 -3.3648
C: -1.4401 -1.5353 -2.2068
C: -0.9863 -0.3459 -1.7117
C: 0.0064 0.3295 -2.3532
H: 4.4396 -0.1366 -1.4953
H: 2.2583 -1.5734 -1.4310
H: 4.2924 -2.3909 -2.7948
H: 2.7752 -0.9695 -4.9196
H: 3.5910 0.5075 -4.4569
H: 0.5163 -1.6954 -4.9511
H: -1.2772 -2.9350 -3.7625
H: -2.2042 -2.0727 -1.6660
H: -1.3915 0.0866 -0.8049
H: 0.3517 1.2623 -1.9282
C: -2.4279 -3.0909 2.3056
C: -1.5234 -4.2659 1.9946
O: -0.7045 -3.9434 0.8862
H: -3.0448 -2.8454 1.4393
H: -3.0818 -3.2921 3.1568
H: -1.8178 -2.2098 2.5254
H: -2.0984 -5.1577 1.7417
H: -0.8931 -4.4983 2.8645
H: -0.2371 -3.1365 1.1536
C: -3.6328 -7.2468 3.7213
C: -4.5641 -6.2595 4.4004
O: -4.9306 -5.1962 3.5249
H: -2.7309 -6.7426 3.3755
H: -3.3468 -8.0492 4.4038
H: -4.1127 -7.6909 2.8457
H: -4.0755 -5.8048 5.2610
H: -5.4716 -6.7662 4.7483
H: -5.3738 -5.5829 2.7641
C: 1.9732 -0.8977 3.2665
C: 2.1582 -0.9521 1.7602
O: 1.0908 -1.6790 1.1569
H: 1.9402 -1.9053 3.6867
H: 2.7894 -0.3471 3.7380
H: 1.0297 -0.4119 3.5212
H: 3.0894 -1.4527 1.5040
H: 2.1853 0.0554 1.3361
H: 0.2757 -1.2096 1.3771
C: -3.1288 2.0230 2.9687
C: -2.5892 0.7004 2.4561
O: -1.1615 0.7075 2.4033
H: -2.7984 2.8417 2.3284
H: -4.2197 2.0181 2.9972
H: -2.7557 2.2272 3.9760
H: -2.9455 0.5075 1.4451
H: -2.9122 -0.1259 3.0979
H: -0.8271 0.8609 3.2932
C: -1.3718 3.3673 -0.3340
C: -2.2543 3.5467 -1.5528
O: -2.4847 4.9333 -1.8304
H: -1.8255 3.8350 0.5418
H: -1.2112 2.3098 -0.1223
H: -0.3993 3.8421 -0.4874
H: -3.2295 3.0893 -1.3910
H: -1.7964 3.0789 -2.4286
H: -1.6289 5.3425 -1.9873
C: 6.4241 -2.4428 2.6527
C: 6.3039 -1.1087 1.9362
O: 5.8847 -0.0872 2.8440
H: 5.4693 -2.7221 3.1006
H: 6.7322 -3.2310 1.9636
H: 7.1538 -2.3831 3.4639
H: 5.5608 -1.1687 1.1443
H: 7.2594 -0.8167 1.4875
H: 6.5472 -0.0189 3.5382
C: 2.2989 1.9253 7.1553
C: 1.6809 1.7352 5.7824
O: 0.7141 0.6852 5.7899
H: 2.7723 1.0012 7.4887
H: 3.0478 2.7187 7.1411
H: 1.5335 2.1835 7.8924
H: 2.4414 1.4595 5.0558
H: 1.2033 2.6610 5.4445
H: 0.0293 0.9255 6.4214
C: 1.5863 -3.4035 -8.9788
C: 0.9673 -2.5782 -7.8636
O: 1.6595 -2.7589 -6.6368
H: 1.5813 -4.4617 -8.7147
H: 1.0409 -3.2717 -9.9159
H: 2.6275 -3.1137 -9.1398
H: -0.0649 -2.8823 -7.6923
H: 0.9725 -1.5143 -8.1265
H: 2.5715 -2.4789 -6.7642
C: 10.1001 -0.6791 5.7782
C: 9.1686 -0.5249 4.5898
O: 8.8864 0.8478 4.3331
H: 9.6578 -0.2277 6.6669
H: 10.3059 -1.7310 5.9831
H: 11.0487 -0.1691 5.5927
H: 8.2187 -1.0174 4.7889
H: 9.6046 -0.9712 3.6899
H: 9.7178 1.2910 4.1430
C: -6.1185 4.7691 -2.8817
C: -6.7727 5.6003 -1.7983
O: -6.0737 5.4758 -0.5598
H: -6.0858 3.7188 -2.5859
H: -6.6542 4.8531 -3.8247
H: -5.0869 5.0936 -3.0366
H: -7.7965 5.2721 -1.6197
H: -6.7972 6.6564 -2.0909
H: -5.1677 5.7684 -0.7074
C: -6.2329 5.2875 -8.1845
C: -6.8719 6.1140 -7.0833
O: -6.1611 5.9834 -5.8559
H: -6.1981 4.2362 -7.8981
H: -6.7901 5.3794 -9.1186
H: -5.2042 5.6098 -8.3615
H: -7.8907 5.7774 -6.8957
H: -6.9066 7.1713 -7.3688
H: -5.2607 6.2881 -6.0037

Atomic forces in eV per Å
0.245 -0.528 0.187
0.138 -0.097 0.362
0.126 -0.098 -0.165
1.038 0.701 -0.574
0.697 0.193 -0.882
-0.751 -1.724 -0.700
-0.823 -0.068 0.974
-0.481 0.458 0.850
0.072 1.238 0.614
-0.002 0.223 -0.076
-0.089 0.106 -0.069
0.072 0.077 -0.144
-0.178 -0.007 -0.071
-0.135 0.225 -0.084
-0.013 -0.205 0.038
0.075 -0.065 -0.080
-0.075 -0.219 -0.073
-0.092 -0.145 0.148
0.295 0.046 -0.131
-0.213 0.033 0.215
0.193 0.347 -0.157
-0.198 -0.151 0.286
-0.015 -0.070 -0.009
-0.007 0.027 -0.015
0.005 -0.020 0.075
-0.001 0.011 -0.062
-0.116 -0.097 0.070
0.509 -0.252 -0.503
0.042 0.048 -0.010
-0.121 -0.115 -0.308
0.046 0.022 0.200
0.022 0.007 0.055
-0.017 -0.014 -0.020
-0.031 -0.057 0.047
-0.040 0.094 -0.022
0.068 -0.041 0.133
0.023 0.038 -0.053
0.060 -0.007 -0.045
-0.301 0.055 0.193
-0.239 -0.147 0.226
0.056 -0.005 -0.018
0.025 -0.024 0.002
0.075 0.022 0.013
-0.085 -0.066 -0.188
0.149 -0.011 -0.024
0.085 0.330 -0.134
0.037 0.046 -0.040
0.249 0.093 0.353
-0.114 -0.071 -0.283
-0.053 -0.049 -0.016
0.005 0.005 0.018
-0.059 -0.053 0.032
0.103 -0.048 -0.043
-0.173 0.005 -0.080
0.065 -0.034 0.067
-0.053 0.049 0.031
0.311 0.088 -0.020
-0.290 0.051 0.044
-0.042 -0.025 -0.037
0.074 0.009 0.031
0.039 -0.106 -0.041
-0.063 0.100 -0.057
-0.052 -0.139 0.047
0.027 -0.011 -0.003
-0.038 -0.032 -0.046
0.101 0.024 0.392
-0.216 -0.059 -0.101
-0.039 0.006 -0.086
0.002 -0.009 0.019
0.071 -0.053 -0.061
-0.037 0.158 -0.035
-0.019 -0.095 -0.103
0.082 0.138 -0.067
-0.002 -0.067 0.019
-0.167 0.073 0.231
-0.035 0.023 -0.115
0.042 0.008 -0.052
-0.016 0.004 0.011
0.013 0.083 -0.020
-0.069 -0.064 -0.058
0.118 0.055 -0.044
-0.004 -0.026 0.040
-0.034 -0.057 -0.003
0.381 0.087 0.025
-0.189 -0.212 -0.200
-0.050 0.003 0.004
0.028 0.007 -0.007
-0.025 0.060 -0.045
0.003 0.018 0.091
-0.132 -0.014 -0.087
0.021 0.055 0.164
-0.025 -0.012 0.035
0.410 0.249 -0.008
-0.271 -0.108 0.102
-0.047 -0.041 -0.006
0.028 0.012 -0.004
0.031 -0.075 -0.042
-0.051 0.083 -0.019
-0.053 -0.175 0.060
-0.016 0.035 -0.058
-0.032 -0.145 0.053
0.418 0.022 0.012
-0.199 0.055 0.089
-0.041 0.012 0.039
0.044 0.038 -0.027
-0.016 0.025 -0.059
0.014 0.009 0.110
-0.130 -0.018 -0.079
0.051 -0.112 -0.028
-0.021 -0.056 0.024
0.364 0.057 -0.047
-0.221 0.032 -0.117
-0.050 0.001 0.000
0.026 0.010 -0.007
-0.027 0.055 -0.053
0.010 0.015 0.101
-0.129 -0.020 -0.078
0.039 -0.040 0.061

Summary:
E_HOMO in eV: -4.25
Orbital gap in eV: 6.370
Charge: -1

Results of the Mulliken charge analysis, in e, for atoms 1 through 99: Ga 0.014; C -0.088; O -0.635; C -0.173; C -0.042; C -0.369; C -0.584; C -0.039; C -0.132; H -0.276; H -0.077; H -0.321; H -0.365; H 0.392; H 0.414; H 0.351; H 0.355; H 0.021; H 0.526; C -0.592; C -0.088; O -0.500; H 0.227; H 0.362; H 0.056; H 0.127; H 0.202; H 0.321; C -0.831; C -0.274; O -0.473; H 0.108; H 0.345; H 0.313; H 0.266; H 0.295; H 0.278; C -0.486; C -0.087; O -0.482; H 0.233; H 0.196; H -0.026; H 0.048; H 0.282; H 0.229; C -1.149; C -0.137; O -0.253; H 0.152; H 0.402; H 0.333; H 0.319; H 0.288; H 0.074; C -0.834; C -0.150; O -0.527; H 0.326; H 0.008; H 0.413; H 0.303; H 0.190; H 0.277; C -0.862; C -0.193; O -0.478; H 0.210; H 0.360; H 0.210; H 0.277; H 0.263; H 0.200; C -1.184; C -0.055; O -0.503; H 0.290; H 0.350; H 0.333; H 0.238; H 0.258; H 0.290; C -1.129; C -0.203; O -0.492; H 0.278; H 0.361; H 0.329; H 0.295; H 0.269; H 0.233; C -1.172; C 0.077; O -0.523; H 0.298; H 0.328; H 0.342; H 0.115; H 0.261



We obtain E_tot values of -834.27323, -627.93170, -3978.02782 Eh for the records listed above, in that order.